(1)
A 2-piece molecular cluster, C7H9N2O overall at a distorted geometry, computed with ωB97M-V with the def2-TZVPD basis set.

```
19
Properties=species:S:1:pos:R:3:forces:R:3:lowdin_charge:R:1
C -1.0880 1.1889 0.0666 1.18 -2.21 -1.51 -0.228
H -0.9520 3.6169 0.4397 -0.18 0.33 0.30 0.117
H -1.3880 -0.7414 -1.0920 0.59 1.25 0.78 0.154
N -0.3292 3.1535 1.0771 1.97 -0.10 2.00 0.183
H 2.0617 -4.4285 -2.4168 3.01 -1.62 -1.06 -0.011
C 1.2921 -3.8358 -2.2022 -3.91 1.27 1.30 0.043
N 0.3272 -0.7681 0.1020 0.28 -0.87 0.30 0.067
C 1.1212 -0.2337 1.0386 -0.32 0.26 0.52 -0.062
C 0.8858 1.0349 1.4527 1.50 1.61 1.34 0.010
H -0.6826 -3.0378 -1.3281 1.03 -1.11 -1.12 0.035
H -2.7406 1.3679 -0.8865 -0.24 -0.12 -0.21 0.133
H 1.9040 -0.8066 1.5435 -0.33 -0.12 -0.71 0.154
H 0.2242 3.6695 1.8295 -1.24 -0.84 -1.90 0.176
C -0.1134 1.8353 0.8835 -1.23 0.76 -0.06 -0.221
O -2.1278 1.9096 -0.3871 0.31 0.26 0.42 0.107
C 0.1827 -3.5340 -1.8284 -0.26 1.41 0.92 -0.003
C -0.7767 -0.0981 -0.3948 -0.14 -0.83 0.23 0.052
H 1.6119 1.4647 2.2065 -1.10 -0.40 -1.00 0.155
H 0.5874 -1.7573 -0.1037 -0.90 1.09 -0.54 0.140
```
Forces are in eV/Å.

Computed properties:
Charge: +1
HOMO energy, eV: -13.24
E, eV: -12423.751
HOMO-LUMO gap, eV: 9.427

---

(2)
C53H47FN4O5PSSeTc as an isolated structure at a distorted geometry, computed with ωB97M-V with the def2-TZVPD basis set.

```
114
Properties=species:S:1:pos:R:3:forces:R:3:lowdin_charge:R:1
N 2.5707 2.2951 2.5752 0.49 -0.02 -0.20 -0.320
C -1.5148 -5.9342 2.3238 -0.13 -1.25 0.10 -0.091
C 0.5211 -2.3844 0.8272 0.09 0.01 -0.89 -0.024
Tc 1.8528 0.5854 -0.7890 -0.13 -1.60 1.35 1.126
C -1.9125 0.1077 4.1365 -0.14 -0.64 0.46 -0.190
C -1.9647 1.4437 -2.7412 -0.71 -0.05 -0.14 -0.263
N -2.7780 -1.1637 6.1415 -0.07 0.14 0.72 -0.121
H -4.5791 -2.9981 -2.6395 -1.04 -0.24 -0.01 0.097
H -2.2294 -0.9456 9.3376 -0.14 -0.30 -0.27 0.145
C -2.3000 -1.0929 4.7923 0.37 -0.17 -0.94 -0.156
H -4.7227 -0.6364 5.8445 -2.10 -0.52 -1.99 0.108
C 5.0061 1.7025 -4.9211 -1.03 1.99 -0.45 -0.075
H -4.7330 -0.9025 8.7114 0.01 0.51 -0.34 0.145
C -2.8135 1.9609 -3.7483 -0.25 0.55 0.88 -0.051
C -2.9787 -1.6806 -2.5695 0.44 0.17 -0.62 -0.082
H 4.0240 2.8765 -3.4026 -0.39 1.42 0.38 0.059
C 4.7694 2.3419 1.6750 0.53 -1.04 0.35 -0.085
H -1.9009 -1.1699 -7.7051 0.07 0.25 0.64 0.114
S 3.2091 0.0495 1.2385 -0.06 0.70 -0.63 0.670
C -1.4127 -3.9556 -2.5170 2.16 -0.38 0.69 -0.071
H -4.2847 3.4591 -4.2177 -0.49 0.11 -0.60 0.098
H 1.8211 4.8026 -4.9709 -0.05 -0.03 -0.59 0.103
C 3.9092 5.4825 -2.4069 0.45 0.72 -0.59 -0.081
H -2.6372 3.6158 -0.2983 -0.37 0.18 0.16 0.107
C 5.0678 3.5281 2.3418 -0.56 -0.37 -0.73 -0.082
F -2.1733 1.2056 4.8594 -0.05 0.76 -0.01 0.083
C 4.2890 1.9306 -3.7468 1.22 -2.78 -0.06 0.004
C -2.7675 3.1175 -1.2464 0.25 0.10 0.94 -0.084
P -0.8359 0.0800 -3.0031 -1.40 -0.78 -1.03 0.826
C -0.1608 0.0087 -7.5278 -0.81 -0.02 -0.15 -0.091
O 2.0259 -3.7297 -0.4087 -0.31 0.69 -0.14 0.030
C -0.5964 0.0105 -4.7880 0.49 0.41 0.54 -0.286
C -0.8108 -2.7075 -2.5953 -0.01 0.87 -0.53 -0.051
H 6.0247 4.0175 2.2880 0.18 -0.06 -0.20 0.104
C 0.7115 0.6508 -6.6975 2.10 1.38 0.22 -0.083
H -2.8747 1.6192 -4.7560 0.48 -0.69 -0.47 0.095
O -0.0430 -0.0876 0.4010 -0.12 0.05 -0.17 -0.104
O 1.4282 1.7634 2.6431 -1.27 -0.28 0.41 -0.193
Se 1.3699 2.9463 -0.2828 0.23 0.33 -0.55 0.773
H -3.1852 -3.0188 7.5475 0.16 -1.06 -1.51 0.155
C 2.2641 4.7720 -3.9981 -1.72 -0.75 0.11 -0.125
H -3.2160 -5.0463 -2.5345 -0.41 -0.65 0.09 0.102
N -0.8316 -3.5454 2.4548 0.10 0.55 0.02 -0.007
C -1.4669 -0.6749 -5.5933 0.48 -0.15 -1.90 -0.064
H 5.3253 -1.6212 -4.9236 0.02 -0.51 -0.06 0.106
C -4.0398 -0.6168 6.6006 2.24 1.51 0.31 -0.136
C -3.6708 3.0286 -3.4672 1.12 -0.90 0.66 -0.074
C 5.2922 0.4437 -5.3726 0.89 -0.33 -0.43 -0.084
O 0.4124 0.3169 -2.2631 1.19 0.31 0.26 -0.434
C -1.2889 -2.3472 2.9513 -0.03 2.08 0.69 -0.113
H 0.5962 -4.5010 1.2428 -0.45 1.50 0.34 0.175
C -0.8962 -1.1144 2.3585 -0.88 -0.05 -0.80 0.003
H -1.2108 1.6268 -0.6333 -1.77 0.95 -1.89 0.091
C 2.7732 3.5358 3.0796 0.34 -0.08 -0.39 -0.034
H 3.8393 4.6480 -0.4092 -0.20 -0.02 -0.06 0.094
C 3.3781 4.6910 -1.3907 0.00 0.63 -0.85 -0.137
C -1.2591 -0.6276 -6.9956 -0.77 -0.92 0.49 -0.054
H 5.1925 2.5597 -5.5862 0.09 -0.38 0.42 0.116
C 4.0097 0.7745 -2.9789 -1.01 1.20 -0.09 -0.237
H -1.6321 0.2319 7.3404 -0.61 0.08 0.13 0.134
C -1.1513 -4.7507 3.1454 -0.44 -1.03 0.25 -0.284
C 1.6004 -2.5834 -0.2629 0.06 -0.35 0.47 -0.608
C -2.5854 -5.2614 3.1361 0.07 -0.62 0.95 -0.090
H 1.1728 1.2145 -4.6178 -0.63 -0.50 -1.11 0.120
H -2.2014 -1.3040 -5.1525 -0.77 -0.29 0.05 0.095
H -0.0566 0.0367 -8.5909 0.30 -0.09 -0.47 0.105
C -4.4643 -1.4215 7.7902 -0.67 -0.13 0.97 -0.070
C 1.6052 4.0631 -3.0058 2.08 -0.07 1.84 -0.103
N -3.3786 -2.3432 8.2355 -0.67 0.11 1.55 0.050
H -3.3746 -4.6659 2.6938 0.22 -0.02 -0.23 0.108
O 1.9902 -1.5551 -0.9298 -0.20 -0.08 0.12 -0.203
C 3.1014 0.8263 -1.8618 0.74 0.57 -0.59 -0.229
C -1.2464 0.1507 2.9355 0.23 -1.85 0.36 0.112
C 0.4786 0.6994 -5.3438 0.87 0.40 1.60 -0.062
H -3.6929 -2.8611 9.0683 0.17 0.30 -0.23 0.199
H 3.8796 6.0655 -4.4867 -0.26 -0.14 0.39 0.111
C 4.0173 4.1370 2.9890 -1.28 -0.89 0.17 -0.073
C -2.1110 -1.6246 8.4813 -0.26 1.95 -0.58 -0.056
C 3.3754 5.4821 -3.7067 1.89 1.16 0.62 -0.116
H -0.7274 -4.8058 -2.3608 -0.58 0.29 -0.39 0.125
H -0.8223 1.0370 2.4953 -0.11 0.32 -0.05 0.118
H -4.3259 4.4300 -2.0483 0.50 -0.32 0.37 0.116
H -2.9126 -5.8293 4.0479 0.40 0.74 -0.94 0.119
C 5.0358 -0.6537 -4.5726 0.06 -0.28 -1.00 -0.069
H 4.0512 5.0862 3.4188 0.52 1.44 0.62 0.087
C -3.6485 3.5793 -2.2031 -0.55 0.88 -0.24 -0.078
C -3.5249 -2.9398 -2.6003 -0.56 0.12 0.46 -0.084
C -1.9535 2.0243 -1.4612 1.45 -1.00 0.65 -0.089
H -0.8478 -1.1524 6.7135 -0.08 -0.17 0.64 0.144
H -1.2240 -6.9881 2.5547 -0.06 1.27 0.16 0.131
C -1.5996 -1.5477 -2.6493 0.37 0.32 0.34 -0.252
H -3.9335 0.4513 6.8028 0.07 0.14 0.46 0.137
C 2.2245 4.0009 -1.7050 -1.72 -1.09 -0.54 -0.562
H 0.7676 3.4437 -3.2270 -0.69 -0.17 0.03 0.078
H 5.7679 0.3331 -6.3527 -0.11 -0.08 0.44 0.115
H 4.7246 6.1964 -2.2265 -0.12 -0.65 0.11 0.109
H -1.3495 -2.3213 8.6984 0.76 -0.88 0.28 0.119
H -0.5904 -4.9489 4.0387 0.30 0.18 0.37 0.149
C -1.8026 -0.8358 7.1623 1.82 -0.58 -0.63 -0.123
H -5.3344 -1.9670 7.4850 -0.32 -0.88 0.21 0.133
H -3.6260 -0.8243 -2.6321 -0.12 0.30 0.11 0.107
C -2.7684 -4.0836 -2.5242 -0.12 0.26 -0.28 -0.079
C -1.9970 -2.2866 4.1733 0.29 -0.71 -0.18 0.066
H 4.0050 -1.3267 -2.8027 0.14 -0.18 -0.05 0.122
H 5.5125 1.8456 1.0303 -0.41 0.25 0.48 0.114
C 3.5629 1.6434 1.8858 0.65 0.76 -0.40 -0.649
H -1.4842 -5.7552 1.2785 -0.24 0.16 -0.83 0.094
H 1.8664 4.0026 3.4612 0.40 -0.18 0.06 0.136
C -0.1654 -1.1364 1.0410 0.67 -0.03 2.03 -0.291
H 1.6420 1.1482 -7.0665 -1.01 -0.47 0.12 0.126
H -2.1798 -3.2458 4.6626 -0.22 0.54 0.08 0.109
C 4.3344 -0.4990 -3.4171 -0.04 -0.26 0.98 -0.032
C 0.1387 -3.4995 1.5163 0.54 -1.48 -1.00 0.048
H 0.2638 -2.6074 -2.7202 -0.03 -0.15 0.31 0.116
```
Forces are in eV/Å.

Computed properties:
Spin multiplicity: 2
Charge: +1
HOMO energy (alpha / beta), eV: -8.76 / -8.93
E, eV: -162299.740
HOMO-LUMO gap (alpha / beta), eV: 5.670 / 5.838